# 1
DFT (wB97M-V/def2-TZVPD) results for C28H77AgN8O10 as an isolated structure.

Each line ends with the Löwdin spin population.
Positions of all 124 atoms, in Å:
Ag: -3.028 -0.481 -2.457  0.52
N: -0.033 0.118 -0.763  0.00
O: -0.723 -0.331 -1.721  0.01
O: -0.182 1.312 -0.406  0.00
O: 0.634 -0.677 -0.064  0.00
C: -3.650 -3.821 0.604  0.01
C: -3.283 -2.382 0.216  0.00
C: -2.377 -1.662 1.221  0.00
O: -2.827 -0.429 1.697  0.00
C: -1.952 0.117 2.689  0.00
N: -2.611 -2.349 -1.179  0.12
H: -3.390 -4.028 1.640  0.00
H: -3.113 -4.573 0.009  0.00
H: -4.690 -4.075 0.392  0.00
H: -4.215 -1.827 0.038  0.00
H: -1.377 -1.580 0.764  0.00
H: -2.252 -2.372 2.048  0.00
H: -2.453 0.835 3.327  0.00
H: -1.131 0.616 2.149  0.00
H: -1.474 -0.652 3.299  0.00
H: -1.687 -2.734 -0.933  0.00
H: -3.093 -3.105 -1.666  0.00
C: -1.240 -3.106 -5.786  0.00
C: -1.465 -1.985 -4.796  0.00
C: -1.437 -0.591 -5.405  0.00
O: -1.736 0.294 -4.368  0.00
C: -1.508 1.645 -4.647  0.00
N: -2.823 -2.070 -4.162  0.08
H: -1.367 -4.066 -5.287  0.00
H: -0.245 -3.004 -6.218  0.00
H: -1.958 -3.098 -6.612  0.00
H: -0.681 -1.992 -4.035  0.00
H: -2.130 -0.540 -6.265  0.00
H: -0.447 -0.361 -5.821  0.00
H: -0.490 1.812 -5.012  0.00
H: -1.658 2.208 -3.730  0.00
H: -2.173 2.058 -5.415  0.00
H: -3.431 -1.899 -4.967  0.00
H: -3.058 -3.002 -3.834  0.00
C: -0.742 -4.839 1.646  0.00
C: 0.678 -4.412 1.340  0.00
C: 1.045 -4.716 -0.109  0.00
O: 0.073 -4.103 -0.950  0.00
C: 0.084 -4.635 -2.261  0.00
N: 0.810 -2.975 1.624  0.00
H: -0.965 -5.833 1.238  0.00
H: -1.499 -4.200 1.192  0.00
H: -0.911 -4.850 2.722  0.00
H: 1.369 -4.951 1.990  0.00
H: 1.163 -5.785 -0.338  0.00
H: 2.048 -4.298 -0.290  0.00
H: -0.435 -3.902 -2.885  0.00
H: -0.478 -5.575 -2.298  0.00
H: 1.097 -4.772 -2.644  0.00
H: 0.601 -2.413 0.802  0.00
H: 1.769 -2.753 1.871  0.00
C: 1.436 3.408 -2.744  0.00
C: 2.112 4.025 -1.524  0.00
C: 1.283 5.201 -1.062  0.00
O: 1.715 5.650 0.174  0.00
C: 1.013 6.757 0.622  0.00
N: 2.227 3.047 -0.403  0.00
H: 1.420 4.115 -3.591  0.00
H: 0.377 3.177 -2.596  0.00
H: 1.935 2.489 -3.057  0.00
H: 3.142 4.285 -1.773  0.00
H: 0.215 4.929 -1.076  0.00
H: 1.412 6.002 -1.816  0.00
H: -0.056 6.760 0.376  0.00
H: 1.429 7.669 0.168  0.00
H: 1.146 6.798 1.700  0.00
H: 2.961 2.388 -0.658  0.00
H: 1.382 2.469 -0.403  0.00
C: 5.647 -2.071 1.397  0.00
C: 4.739 -1.396 2.434  0.00
C: 5.559 -0.672 3.467  0.00
O: 6.121 -1.617 4.322  0.00
C: 7.099 -1.107 5.189  0.00
N: 3.860 -0.428 1.746  0.00
H: 6.188 -1.319 0.824  0.00
H: 5.064 -2.669 0.688  0.00
H: 6.323 -2.812 1.839  0.00
H: 4.094 -2.126 2.926  0.00
H: 4.887 -0.027 4.059  0.00
H: 6.292 -0.004 2.991  0.00
H: 6.630 -0.392 5.888  0.00
H: 7.921 -0.579 4.686  0.00
H: 7.549 -1.897 5.785  0.00
H: 3.331 -0.866 0.993  0.00
H: 4.436 0.226 1.213  0.00
C: -4.678 2.595 0.205  0.01
C: -4.447 1.518 -0.877  0.01
C: -4.656 2.151 -2.228  0.00
O: -4.359 1.159 -3.249  0.03
C: -4.832 1.533 -4.526  0.00
N: -3.071 1.023 -0.778  0.19
H: -4.822 2.132 1.179  0.00
H: -5.590 3.168 0.003  0.00
H: -3.879 3.336 0.236  0.00
H: -5.216 0.770 -0.677  0.00
H: -3.959 2.973 -2.407  0.00
H: -5.711 2.402 -2.351  0.00
H: -5.918 1.394 -4.582  0.00
H: -4.371 0.868 -5.250  0.00
H: -4.640 2.583 -4.752  0.00
H: -2.327 1.731 -0.822  0.00
H: -2.902 0.607 0.160  0.00
C: 0.803 0.109 4.007  0.00
C: 0.931 1.575 3.558  0.00
C: 1.756 2.326 4.598  0.00
O: 1.938 3.674 4.226  0.00
C: 2.173 4.511 5.304  0.00
N: 1.692 1.625 2.259  0.00
H: 0.480 -0.037 5.048  0.00
H: 1.763 -0.415 3.985  0.00
H: 0.105 -0.404 3.341  0.00
H: -0.077 1.972 3.430  0.00
H: 2.722 1.851 4.801  0.00
H: 1.107 2.291 5.497  0.00
H: 1.456 4.334 6.116  0.00
H: 2.093 5.558 5.008  0.00
H: 3.196 4.411 5.702  0.00
H: 1.068 1.242 1.539  0.00
H: 2.331 0.812 2.322  0.00

Forces on atoms 1 to 2 (eV/Å):
Ag 0.876 -0.628 0.700
N -1.115 -0.591 1.326

Output
Multiplicity: 2
HOMO energy (spin up / spin down): -9.375 / -9.375 eV
Net charge: +1
Lowest unoccupied orbital energy (spin up / spin down): -2.64 / -5.66 eV
Energy relative to the best compared isomer or geometry (same formula, charge and spin): 0.4509 eV
⟨S²⟩: 0.754
Frontier orbital gap (spin up / spin down): 6.7 / 3.7 eV

=====

# 2
DFT (wB97M-V/def2-TZVPD) results for C28H77AlN8O10 as an isolated structure.

Each line ends with the Mulliken charge.
Positions of all 124 atoms, in Å:
Al: 24.491 -25.444 2.144  0.96
N: 22.914 -25.743 5.737  0.56
O: 22.989 -25.318 4.562  -0.01
O: 23.332 -26.852 6.050  -0.53
O: 22.372 -25.011 6.575  -0.46
C: 24.993 -23.772 7.596  -0.35
C: 26.495 -23.477 7.527  0.37
C: 27.174 -24.271 8.641  -0.50
O: 28.587 -24.191 8.506  -0.37
C: 29.258 -24.608 9.670  -0.75
N: 27.020 -23.831 6.217  -0.56
H: 24.419 -23.279 6.812  -0.21
H: 24.670 -23.445 8.582  0.46
H: 24.888 -24.848 7.446  -0.28
H: 26.721 -22.419 7.689  0.39
H: 27.009 -25.347 8.452  -0.11
H: 26.799 -24.028 9.638  0.44
H: 30.321 -24.692 9.454  0.29
H: 28.947 -25.596 10.035  0.27
H: 29.113 -23.891 10.484  0.32
H: 28.030 -23.731 6.172  0.27
H: 26.843 -24.820 6.049  0.20
C: 27.609 -31.533 8.875  -1.50
C: 26.330 -30.818 8.471  0.41
C: 26.217 -29.361 8.908  -0.86
O: 25.172 -28.718 8.203  -0.05
C: 24.638 -27.633 8.956  -0.31
N: 26.143 -30.873 6.993  -0.56
H: 27.478 -32.608 8.750  0.42
H: 27.817 -31.375 9.938  0.40
H: 28.486 -31.231 8.299  0.36
H: 25.548 -31.394 8.977  0.25
H: 27.164 -28.863 8.652  0.30
H: 26.017 -29.347 9.981  0.44
H: 25.324 -26.782 8.898  0.03
H: 24.381 -28.024 9.940  0.45
H: 23.717 -27.306 8.469  -0.06
H: 26.469 -31.806 6.729  0.30
H: 26.927 -30.318 6.637  0.28
C: 25.120 -21.019 4.548  -1.63
C: 24.590 -22.197 3.734  1.78
C: 24.059 -21.822 2.373  -1.28
O: 23.285 -22.888 1.865  -0.02
C: 22.657 -22.583 0.636  -0.25
N: 25.636 -23.249 3.590  -0.26
H: 24.334 -20.250 4.501  0.48
H: 25.979 -20.544 4.071  0.44
H: 25.212 -21.154 5.622  0.27
H: 23.752 -22.603 4.313  -0.82
H: 24.894 -21.654 1.678  0.48
H: 23.534 -20.862 2.428  0.44
H: 22.426 -23.498 0.094  -0.53
H: 23.301 -22.003 -0.029  0.39
H: 21.680 -22.132 0.829  0.35
H: 26.096 -23.278 4.529  0.19
H: 26.436 -22.738 3.190  0.40
C: 20.141 -22.646 4.657  -0.30
C: 20.661 -21.347 5.298  0.67
C: 19.618 -20.316 5.624  -0.86
O: 18.820 -20.125 4.489  -0.33
C: 17.811 -19.156 4.698  -0.76
N: 21.522 -21.760 6.411  -0.46
H: 20.933 -23.368 4.421  -0.49
H: 19.669 -22.501 3.681  0.65
H: 19.529 -23.212 5.366  -0.08
H: 21.389 -20.977 4.559  -0.09
H: 20.078 -19.368 5.928  0.41
H: 18.991 -20.715 6.441  0.40
H: 18.159 -18.136 4.516  0.29
H: 17.382 -19.243 5.699  0.33
H: 16.999 -19.323 3.991  0.25
H: 21.045 -21.819 7.307  0.32
H: 21.909 -22.682 6.254  0.05
C: 18.787 -29.714 5.935  -1.23
C: 20.284 -30.080 5.766  0.39
C: 20.407 -31.268 4.840  -0.87
O: 21.736 -31.692 4.741  -0.22
C: 21.913 -32.998 4.258  -0.80
N: 21.086 -28.986 5.263  -0.01
H: 18.697 -28.934 6.693  0.15
H: 18.243 -30.553 6.368  0.51
H: 18.346 -29.338 5.013  0.33
H: 20.668 -30.241 6.778  0.35
H: 20.136 -30.966 3.812  0.35
H: 19.662 -32.019 5.123  0.47
H: 22.965 -33.268 4.213  0.25
H: 21.470 -33.177 3.273  0.31
H: 21.474 -33.712 4.967  0.34
H: 20.868 -28.829 4.273  0.03
H: 20.875 -28.042 5.608  0.00
C: 18.579 -25.467 8.107  -1.69
C: 18.120 -25.967 6.739  0.85
C: 17.208 -24.942 6.044  -0.79
O: 15.897 -25.093 6.519  -0.41
C: 15.167 -26.102 5.861  -0.57
N: 19.338 -26.239 5.920  0.22
H: 17.713 -25.432 8.775  0.47
H: 19.012 -24.469 8.064  0.23
H: 19.216 -26.209 8.594  0.45
H: 17.669 -26.957 6.838  0.14
H: 17.230 -25.102 4.958  0.57
H: 17.562 -23.936 6.267  0.19
H: 14.327 -26.393 6.489  0.27
H: 15.824 -26.936 5.599  0.23
H: 14.666 -25.777 4.938  0.27
H: 20.176 -26.086 6.483  0.11
H: 19.443 -25.480 5.242  -0.30
C: 21.573 -26.561 -2.086  -1.64
C: 21.926 -25.932 -0.761  0.56
C: 21.211 -26.669 0.354  -0.96
O: 21.610 -26.175 1.601  -0.08
C: 20.660 -26.152 2.655  0.54
N: 23.388 -26.007 -0.499  -0.39
H: 21.939 -26.043 -2.973  0.41
H: 20.490 -26.585 -2.240  0.38
H: 21.954 -27.584 -2.102  0.42
H: 21.603 -24.903 -0.603  0.09
H: 21.313 -27.763 0.278  0.30
H: 20.128 -26.567 0.194  0.46
H: 20.939 -25.291 3.263  -0.64
H: 20.860 -27.016 3.293  -0.33
H: 19.639 -26.059 2.288  0.58
H: 23.729 -26.866 -0.933  0.28
H: 23.895 -25.345 -1.089  0.33

Forces on atoms 1 to 2 (eV/Å):
Al -0.898 0.868 0.429
N -0.269 -0.008 0.657

Output
HOMO energy: -13.036 eV
Net charge: +2
Lowest unoccupied orbital energy: -10.91 eV
Frontier orbital gap: 2.1 eV

=====

# 3
DFT (wB97M-V/def2-TZVPD) results for C28H78CaF3N12O16P4S as an isolated structure.

Each line ends with the Mulliken charge.
Positions of all 143 atoms, in Å:
Ca: -2.701 0.612 -1.542  1.60
C: -0.445 0.562 2.771  0.41
F: -0.319 1.877 2.926  -0.20
F: 0.629 0.106 2.111  0.04
F: -0.471 -0.007 3.977  -0.20
S: -2.004 0.079 1.875  -0.18
O: -2.025 -1.366 1.912  -0.58
O: -3.048 0.775 2.592  -0.15
O: -1.789 0.613 0.516  0.56
O: -0.589 1.326 -2.498  -0.16
P: 0.528 2.276 -2.820  -0.42
N: 0.160 3.350 -4.022  0.50
C: -0.576 4.564 -3.725  -0.58
C: 0.375 3.011 -5.444  -0.99
N: 1.895 1.493 -3.384  0.52
C: 3.065 2.198 -3.903  -1.29
C: 2.238 0.264 -2.664  -0.35
N: 0.974 3.187 -1.491  0.58
C: 1.058 2.557 -0.165  -1.40
C: 1.545 4.523 -1.569  -1.10
H: 0.015 5.463 -3.914  0.32
H: -0.889 4.518 -2.680  -0.33
H: -1.529 4.677 -4.252  0.54
H: 1.439 3.016 -5.674  0.28
H: -0.119 3.743 -6.074  0.41
H: -0.023 2.007 -5.594  0.29
H: 3.870 2.126 -3.161  0.25
H: 3.398 1.711 -4.818  0.31
H: 2.876 3.265 -3.989  0.55
H: 1.319 -0.282 -2.462  -1.04
H: 2.754 -0.422 -3.342  0.61
H: 2.827 0.529 -1.787  0.48
H: 0.794 3.325 0.563  0.76
H: 0.310 1.777 -0.056  -0.29
H: 2.088 2.233 0.001  0.49
H: 2.326 4.660 -0.823  0.49
H: 0.843 5.358 -1.590  0.27
H: 2.075 4.614 -2.524  0.25
O: -3.968 2.362 -0.778  -0.63
P: -4.518 3.612 -0.166  -0.34
N: -3.481 4.191 1.009  0.98
C: -2.058 4.228 0.707  -0.69
C: -3.833 4.412 2.401  -1.10
N: -5.964 3.352 0.588  0.27
C: -6.902 4.429 0.815  -1.12
C: -6.221 2.059 1.226  -1.30
N: -4.734 4.819 -1.278  0.20
C: -4.567 6.214 -0.813  -0.90
C: -4.336 4.657 -2.686  -0.98
H: -1.573 3.291 0.988  -0.46
H: -1.613 5.022 1.313  0.46
H: -1.889 4.438 -0.351  0.23
H: -4.900 4.277 2.551  0.37
H: -3.645 5.464 2.646  0.26
H: -3.272 3.749 3.061  0.22
H: -7.326 4.903 -0.071  0.34
H: -7.662 4.210 1.564  0.40
H: -6.402 5.267 1.331  0.37
H: -5.748 1.276 0.630  0.16
H: -5.756 1.962 2.208  0.49
H: -7.292 1.881 1.221  0.51
H: -3.703 6.347 -0.161  0.25
H: -4.446 6.936 -1.618  0.43
H: -5.470 6.473 -0.263  0.27
H: -4.393 3.595 -2.909  0.28
H: -3.308 5.022 -2.791  0.25
H: -4.940 5.299 -3.323  0.42
O: -1.883 -1.442 -1.892  -0.18
P: -1.112 -2.639 -2.340  -0.97
N: -1.829 -4.094 -2.003  0.34
C: -1.615 -5.298 -2.814  -0.90
C: -2.101 -4.346 -0.577  -0.92
N: 0.429 -2.599 -1.750  1.27
C: 0.565 -2.018 -0.384  0.43
C: 1.411 -3.621 -2.074  -0.96
N: -0.879 -2.673 -3.998  0.28
C: -2.033 -2.813 -4.880  -1.04
C: 0.086 -1.705 -4.546  -0.91
H: -0.560 -5.579 -2.849  0.25
H: -1.906 -5.123 -3.843  0.30
H: -2.192 -6.127 -2.412  0.39
H: -2.696 -5.253 -0.516  0.48
H: -2.663 -3.526 -0.126  0.18
H: -1.173 -4.453 -0.009  0.26
H: -0.300 -2.263 0.227  0.18
H: 1.459 -2.433 0.067  -0.02
H: 0.624 -0.930 -0.438  -0.85
H: 2.343 -3.468 -1.531  0.09
H: 1.111 -4.627 -1.750  0.21
H: 1.594 -3.701 -3.146  0.38
H: -2.700 -3.629 -4.611  0.36
H: -2.702 -1.940 -4.891  0.22
H: -1.667 -2.966 -5.893  0.35
H: 1.049 -1.849 -4.073  -0.02
H: -0.272 -0.672 -4.429  0.36
H: 0.095 -1.812 -5.631  0.47
C: 3.626 -1.024 0.944  0.22
N: 4.398 -1.489 -0.290  1.15
O: 4.613 -2.666 -0.437  -0.53
O: 4.768 -0.584 -1.012  -0.64
H: 4.215 -0.197 1.316  0.44
H: 3.505 -1.911 1.556  0.02
H: 2.705 -0.744 0.441  -0.59
C: -5.123 0.427 4.553  -0.88
N: -6.324 -0.027 5.291  0.97
O: -6.554 -1.213 5.333  -0.55
O: -7.044 0.849 5.736  -0.56
H: -5.368 -0.024 3.580  0.33
H: -4.189 -0.078 4.764  0.30
H: -5.118 1.489 4.362  0.40
C: -0.373 -3.154 3.618  -0.48
N: -0.290 -4.345 2.716  0.92
O: -0.802 -5.372 3.099  -0.58
O: 0.392 -4.257 1.707  -0.45
H: 0.118 -2.316 3.159  -0.11
H: -0.051 -3.543 4.576  0.39
H: -1.421 -2.861 3.624  0.30
C: 4.478 -5.356 1.332  -0.61
C: 4.634 -5.361 2.828  -0.49
O: 4.643 -4.019 3.372  -0.12
P: 5.990 -3.228 3.589  0.70
O: 6.911 -3.775 4.580  -0.80
O: 6.534 -3.070 2.116  0.02
C: 7.632 -2.162 1.848  -0.17
C: 8.441 -2.718 0.718  -1.33
O: 5.472 -1.754 3.969  -0.32
C: 4.633 -1.628 5.126  -0.65
C: 3.187 -1.409 4.662  -0.47
H: 4.147 -6.335 0.981  0.47
H: 3.750 -4.622 0.996  -0.09
H: 5.443 -5.153 0.870  0.24
H: 3.837 -5.874 3.371  0.38
H: 5.519 -5.910 3.162  0.31
H: 7.205 -1.208 1.526  0.16
H: 8.190 -1.996 2.769  0.46
H: 7.918 -2.776 -0.233  0.27
H: 9.338 -2.110 0.556  0.42
H: 8.889 -3.684 0.967  0.32
H: 4.632 -2.500 5.777  0.35
H: 4.969 -0.725 5.630  0.41
H: 3.146 -0.624 3.905  0.04
H: 2.793 -2.334 4.242  0.02
H: 2.545 -1.087 5.485  0.54

Forces on atoms 1 to 2 (eV/Å):
Ca 1.161 0.298 0.242
C -0.407 -0.370 -0.114

Output
HOMO energy: -11.034 eV
Net charge: +1
Lowest unoccupied orbital energy: -2.76 eV
Frontier orbital gap: 8.3 eV